Run a
This record from OMol25 describes one molecule with the formula C9H10N2O2S. The level of theory is ωB97M-V/def2-TZVPD.

```
! RIJCOSX wB97M-V def2-TZVPD def2/J DEFGRID3
* xyz 0 1
C 0.970 -3.191 0.449
C 0.351 -1.858 0.250
N -0.879 -1.694 -0.047
C -1.179 -0.286 -0.084
C -2.398 0.299 -0.524
C -2.552 1.653 -0.198
C -1.486 2.385 0.422
C -0.303 1.726 0.818
C -0.133 0.425 0.530
C 1.009 -0.475 0.710
S 2.416 0.748 0.011
N 1.618 1.205 -1.356
O 2.429 1.828 0.955
O 3.707 0.174 -0.276
H 0.268 -3.802 1.053
H 1.824 -2.956 0.959
H 1.213 -3.757 -0.535
H -3.006 -0.421 -1.113
H -3.466 2.203 -0.470
H -1.449 3.509 0.539
H 0.539 2.350 1.199
H 1.406 -0.826 1.731
H 1.954 0.730 -2.191
H 1.641 2.204 -1.446
*
```

HOMO energy (eV): -8.704



Run b
This record from OMol25 describes a 2-piece molecular cluster, C9H10N2O2S overall. The level of theory is ωB97M-V/def2-TZVPD.

```
! RIJCOSX wB97M-V def2-TZVPD def2/J DEFGRID3
* xyz 0 1
C 1.495 0.958 2.061
C 0.115 1.005 2.310
C 1.935 -0.138 1.355
C -0.705 0.042 1.746
C 1.111 -1.048 0.727
C -0.284 -0.961 0.947
C -1.051 -0.197 -2.107
C 0.999 1.034 -1.609
C 0.164 0.295 -2.685
N -2.144 -0.239 -1.746
N -1.166 -1.692 0.208
O -3.280 -1.922 1.685
O -3.227 -0.477 -1.226
S -2.595 -2.107 0.403
H 2.096 1.919 2.178
H -0.373 1.726 2.967
H 2.981 0.002 1.121
H -1.746 -0.105 1.983
H 1.612 -1.941 0.327
H 0.368 1.298 -0.845
H 1.440 1.928 -2.082
H 1.533 0.265 -1.139
H 0.867 -0.574 -3.017
H -0.146 0.929 -3.562
*
```

HOMO energy (eV): -8.846



Energy ordering: run a at the bottom, the next structure 0.1063 hartree above.